Entry 1:
The following is a DFT calculation (wB97M-V/def2-TZVPD) of a molecular structure, C41H57As3BrFInN3.

Properties
Frontier orbital gap (eV): 2.96
Energy above the lowest of the compared OMol25 structures with the same formula, charge and spin (eV): 0.3345
Electronic energy (eV): -308342.3500
HOMO (eV): -11.75
LUMO (eV): -8.8

ORCA input file:
```
! wB97M-V def2-TZVPD RIJCOSX def2/J DEFGRID3
* xyz 2 1
In -0.6124 0.7041 0.4473
C -0.9870 0.1797 4.2631
As 0.5291 -0.6224 3.3040
C 0.4376 -2.3876 4.1497
C 1.9195 0.3484 4.3201
C 3.3894 0.0774 3.9778
C 4.2710 0.8436 4.9751
C 3.7897 0.6289 2.5894
As 2.8453 0.1939 0.9052
C 4.1424 1.1650 -0.2297
C 3.5456 -1.5923 0.4990
C 3.7166 -1.4232 4.0293
As 3.6633 -2.5668 5.6808
C 2.8051 -1.5793 7.1575
C 5.5055 -2.2969 6.2872
H -0.9047 -0.0179 5.3317
H -1.9198 -0.2503 3.8977
H -1.0080 1.2579 4.1031
H 0.8224 -2.3608 5.1622
H 0.9941 -3.1254 3.5763
H -0.6097 -2.6883 4.1729
H 1.7364 0.1290 5.3721
H 1.7041 1.4109 4.1676
H 4.0601 1.9142 4.9340
H 5.3279 0.6992 4.7429
H 4.0993 0.5088 5.9949
H 4.8419 0.3770 2.4293
H 3.7279 1.7227 2.6168
H 4.9654 0.5082 -0.5100
H 4.5462 2.0188 0.3119
H 3.6587 1.5294 -1.1351
H 4.5989 -1.6498 0.7725
H 3.4476 -1.7574 -0.5750
H 2.9939 -2.3781 1.0119
H 4.7519 -1.5660 3.7048
H 3.0842 -1.9475 3.3069
H 1.7299 -1.4859 7.0269
H 3.2386 -0.5979 7.3362
H 2.9789 -2.1917 8.0425
H 6.2026 -2.5919 5.5045
H 5.6799 -2.9290 7.1564
H 5.6903 -1.2592 6.5648
C 3.9469 5.1062 -1.9786
C 2.7247 4.4872 -1.3024
C 2.7094 4.7910 0.2015
C 1.4117 4.9455 -1.9058
C 1.1282 6.2914 -2.0956
C -0.1315 6.7067 -2.4950
C -1.1463 5.7789 -2.6546
C -0.9175 4.4216 -2.4660
C -2.0555 3.4215 -2.6143
C -2.5172 3.3205 -4.0714
C -3.2332 3.7766 -1.7019
C 0.3962 4.0216 -2.1642
N 0.6286 2.6282 -2.0175
C 0.8444 1.8850 -3.0245
C 0.8325 2.2622 -4.4368
C 0.2843 1.2126 -5.2519
C 0.2594 -1.0781 -4.7820
C 1.0656 -1.5922 -3.5646
C 0.4019 -0.9163 -2.2823
F 1.2223 -1.1680 -1.2006
H 4.8599 4.6602 -1.5826
H 4.0008 6.1807 -1.8024
H 3.9295 4.9398 -3.0573
H 2.7830 3.4013 -1.4190
H 2.5610 5.8580 0.3728
H 3.6594 4.5063 0.6543
H 1.9046 4.2478 0.7011
H 1.9044 7.0264 -1.9271
H -0.3283 7.7569 -2.6621
H -2.1361 6.1150 -2.9369
H -1.6982 2.4359 -2.2987
H -2.9881 4.2503 -4.3915
H -3.2476 2.5174 -4.1928
H -1.6782 3.1306 -4.7469
H -3.6491 4.7517 -1.9532
H -2.9206 3.8017 -0.6570
H -4.0264 3.0344 -1.8094
H 0.9998 3.2745 -4.7971
H -0.3578 1.6265 -6.0301
H -0.4180 -1.7953 -5.2350
H 1.3834 -2.6293 -3.5209
Br 3.4173 0.1453 -7.3975
C 2.4644 -0.1285 -5.8032
C 3.0073 -0.2063 -4.5996
C 2.0967 -0.4376 -3.4469
C 0.7884 0.3884 -3.0713
C -0.2535 0.2281 -4.1966
C 0.9921 -0.1685 -5.8525
N -0.8921 -0.9730 -1.7224
C -1.9792 -1.3214 -2.2613
C -3.2370 -1.1588 -1.5066
C -4.4235 -1.6694 -2.0054
C -5.5854 -1.5006 -1.2614
C -5.5094 -0.8286 -0.0576
C -4.2725 -0.3375 0.3562
N -3.1602 -0.4901 -0.3464
H 4.0752 -0.1711 -4.4335
H 2.6891 -0.5165 -2.5422
H -1.2797 0.3750 -3.8666
H 0.5991 -0.3326 -6.8499
H -2.0501 -1.7647 -3.2586
H -4.4434 -2.1973 -2.9504
H -6.5301 -1.8851 -1.6207
H -6.3875 -0.6774 0.5541
H -4.1809 0.2065 1.2896
*
```


Entry 2:
The following is a DFT calculation (wB97M-V/def2-TZVPD) of a molecular structure, C41H57IrN5O3S3Sb2Si3 in a non-equilibrium geometry.

Properties
Frontier orbital gap (alpha / beta) (eV): 5.12 / 4.89
Electronic energy (eV): -129086.0597
HOMO (alpha / beta) (eV): -3.01 / -3.96
LUMO (alpha / beta) (eV): 2.1 / 0.9

ORCA input file:
```
! wB97M-V def2-TZVPD RIJCOSX def2/J DEFGRID3
* xyz -1 5
Ir -0.2706 -1.4619 2.1038
C 3.7214 1.8167 4.6787
C 3.1181 1.5174 5.9322
C 2.3457 0.3405 6.0449
C 2.0801 -0.4987 4.9813
N 2.6537 -0.1925 3.6940
C 3.6704 0.8771 3.6994
C 1.1652 -1.6405 5.0737
C 1.3642 -2.4339 6.2635
C 0.4048 -3.2944 6.7434
C -0.7814 -3.3940 6.0307
C -0.9198 -2.6019 4.8588
C 0.0755 -1.9600 4.1423
H 4.2255 2.7912 4.5478
H 3.1720 2.1220 6.8628
H 1.7366 0.1677 6.9556
H 4.2461 0.9851 2.7790
H 2.1890 -2.1762 6.9049
H 0.5381 -3.7474 7.7312
H -1.5566 -4.1338 6.3154
H -1.9298 -2.5472 4.5189
S -5.3456 -2.8875 1.5688
Sb -3.9739 -3.5015 -0.1092
S -3.0578 -1.4260 -1.1192
S -1.6026 -3.3267 1.7740
C -0.3295 -3.2316 -1.7424
Sb -0.6258 -1.5737 -0.3596
C 0.9434 -2.8506 1.1492
C 0.7636 -4.3085 1.0931
C 1.7015 -5.3299 0.8396
C 1.2042 -6.6389 0.6394
C -0.1721 -6.9347 0.7415
C -0.9969 -5.9302 1.1225
N -0.5294 -4.7077 1.4024
Si 2.4659 -1.9026 1.3570
C 3.2115 -1.4757 3.0462
C 3.9717 -2.7822 0.5087
C 2.6087 -0.2416 0.4388
C -1.0322 1.3782 -5.5394
C -0.3133 2.4734 -4.8979
C -0.3475 3.8736 -5.2838
C 0.4193 4.7313 -4.4782
C 1.2206 4.3418 -3.4552
C 1.2272 2.9657 -3.1458
N 0.4163 2.0856 -3.7680
Si -2.9399 1.4349 -5.3769
C -3.7857 -0.1908 -5.7779
C -3.4269 1.9762 -3.6594
C -3.6260 2.7300 -6.6717
Si 0.0480 0.2058 -6.5252
C -0.7697 -1.4958 -6.7504
C 1.7285 0.1186 -5.7387
C 0.3604 0.8534 -8.3462
H -0.7688 -4.1030 -1.3387
H 0.7724 -3.2976 -1.8093
H -0.8664 -2.8717 -2.6778
H 2.7344 -5.0238 0.7589
H 1.8902 -7.4283 0.3931
H -0.5312 -7.9094 0.4302
H -2.0444 -6.0963 1.3412
H 3.0826 -2.3030 3.7281
H 1.8513 0.2200 3.1600
H 4.3063 -1.3169 2.8791
H 4.3937 -3.5540 1.1564
H 4.7297 -2.0488 0.2968
H 3.5931 -3.1536 -0.4557
H 2.0535 0.6735 0.8437
H 2.1938 -0.3684 -0.6035
H 3.6726 0.0450 0.3209
H -0.9868 4.2736 -6.0888
H 0.5424 5.7438 -4.8704
H 1.7982 5.1081 -2.8859
H 1.9534 2.5672 -2.3886
H -3.1508 -1.0604 -5.4068
H -4.1040 -0.3177 -6.8053
H -4.7300 -0.2322 -5.1764
H -2.9803 2.9561 -3.3855
H -3.1921 1.1796 -2.9676
H -4.5324 2.2076 -3.6803
H -3.3906 2.3442 -7.7332
H -3.1703 3.7211 -6.5131
H -4.7642 2.8509 -6.7337
H -1.0567 -2.0427 -5.8675
H 0.0319 -2.0929 -7.1802
H -1.5790 -1.4905 -7.4691
H 1.5083 -0.1174 -4.6950
H 2.1886 1.0586 -5.9004
H 2.3702 -0.6796 -6.1584
H -0.4841 1.2575 -8.9055
H 0.7756 -0.0388 -8.8690
H 1.1655 1.6353 -8.3881
C -1.7481 3.0386 5.3509
C -0.8741 3.5942 4.2527
C -1.0390 2.9441 2.7890
C -0.3313 3.9594 1.9365
C 1.0182 4.4737 2.4616
C -2.4853 2.9532 2.4151
O -3.1184 3.9841 2.3439
N -3.0609 1.6957 2.5456
C -2.4241 0.4196 2.5475
O -3.0861 -0.6035 2.6638
N -1.0407 0.4471 2.4404
C -0.3413 1.5953 2.6718
O 0.8911 1.5569 2.8767
H -1.2975 3.0082 6.3615
H -2.1535 2.0320 5.2150
H -2.6691 3.6958 5.3974
H 0.1515 3.4071 4.4970
H -0.9635 4.6798 4.0808
H -1.0655 4.7538 1.8250
H -0.3510 3.5659 0.8957
H 0.8904 5.2212 3.2781
H 1.5607 5.0041 1.6585
H 1.6823 3.6915 2.8626
H -4.0849 1.6193 2.4796
*
```


Entry 3:
The following is a DFT calculation (wB97M-V/def2-TZVPD) of 7 unconnected molecules or ions with the total composition C41H58Br2FN10O7P2 in a non-equilibrium geometry.

Properties
Frontier orbital gap (eV): 5.38
Electronic energy (eV): -234058.9621
HOMO (eV): -9.44
LUMO (eV): -4.1

ORCA input file:
```
! wB97M-V def2-TZVPD RIJCOSX def2/J DEFGRID3
* xyz 1 1
C 4.6367 1.9105 -1.3187
C 4.5004 1.5693 0.1774
C 4.2812 0.0704 0.4660
N 3.1323 -0.2315 1.3301
C 1.8618 -0.4839 0.7123
C 1.8234 -1.4365 -0.5002
Br 0.7357 -0.9431 -1.9871
C 2.4662 -2.5981 -0.6393
C 2.3860 -3.5056 -1.8238
Br 3.6293 -3.2390 0.7016
C 1.3087 0.9091 0.3858
O 1.6397 1.6390 -0.6564
N 0.5248 1.3716 1.3030
O -0.0058 2.6106 1.1195
C 0.8027 3.7195 1.6579
C -0.0429 4.7087 2.4417
C 0.7440 5.3120 3.6150
O -0.5134 5.7346 1.5623
C 0.2851 0.4760 2.4502
C -1.0889 0.4903 3.1688
C -2.2285 1.2908 2.5809
N -2.5108 2.4245 3.0564
P 1.4205 1.0439 3.8762
O 0.9533 2.3311 4.4211
C 0.7481 -0.8799 1.7949
P 1.1719 -2.1353 3.1236
O 0.1334 -2.1230 4.1668
C -0.3999 -1.6031 1.0605
O -0.4206 -2.7896 0.9693
N -1.4449 -0.7884 0.4793
C -2.7347 -1.3080 0.6256
O -3.5538 -1.2725 -0.2170
F -2.9462 -1.7845 1.8310
H 5.6032 2.3574 -1.5200
H 3.8467 2.5765 -1.6462
H 4.5703 1.0224 -1.9435
H 5.4304 1.8653 0.6502
H 3.7103 2.1592 0.6312
H 5.1522 -0.2703 1.0170
H 4.2775 -0.4962 -0.4630
H 3.3668 -0.9421 2.0020
H 1.3500 -3.6903 -2.0892
H 2.8151 -4.4660 -1.5673
H 2.9244 -3.0783 -2.6642
H 0.8703 1.8666 -1.2044
H 1.6514 3.3663 2.2280
H 1.1916 4.2369 0.7823
H -0.9444 4.2361 2.8002
H 0.3068 5.0032 4.5558
H 0.6977 6.3933 3.5535
H 1.7899 5.0204 3.6103
H 0.2382 6.1662 1.1444
H -1.4133 -0.5402 3.2686
H -0.9771 0.8648 4.1811
H -2.8292 0.8564 1.7912
H -3.3241 2.8251 2.5895
H 1.3734 0.0004 4.8129
H 2.7229 1.1306 3.3691
H 2.4284 -1.7184 3.6095
H 1.3673 -3.3689 2.5098
H -1.3318 -0.7359 -0.5306
N -6.2865 -3.2213 -4.4176
C -5.2917 -4.1550 -4.5304
C -4.3883 -3.9278 -3.5287
C -4.8571 -2.8134 -2.7776
C -6.0298 -2.4014 -3.3529
H -7.0824 -3.1465 -5.0234
H -5.3079 -4.8955 -5.3109
H -3.4931 -4.5000 -3.3517
H -4.3867 -2.3686 -1.9167
H -6.7015 -1.6011 -3.0952
N 4.5587 -3.0134 4.7756
C 5.5814 -2.1346 5.0363
C 5.7862 -2.1266 6.3875
C 4.8570 -3.0355 6.9656
C 4.1148 -3.5682 5.9494
H 4.1906 -3.2166 3.8678
H 6.0732 -1.5985 4.2422
H 6.5231 -1.5389 6.9077
H 4.7504 -3.2714 8.0104
H 3.3155 -4.2892 5.9584
N -0.9665 0.3346 -4.8455
C -0.6208 1.4427 -5.5778
C -1.7161 1.8155 -6.3049
C -2.7628 0.9006 -6.0009
C -2.2729 -0.0011 -5.0983
H -0.3580 -0.1538 -4.2200
H 0.3683 1.8638 -5.5197
H -1.7648 2.6499 -6.9833
H -3.7610 0.9055 -6.4035
H -2.7360 -0.8473 -4.6185
N -6.7104 -7.3410 -4.6935
C -5.9183 -8.0063 -5.5896
C -5.8130 -9.3053 -5.1717
C -6.5746 -9.4285 -3.9775
C -7.1162 -8.2003 -3.7102
H -6.9547 -6.3711 -4.7467
H -5.5001 -7.5027 -6.4444
H -5.2552 -10.0820 -5.6666
H -6.7093 -10.3174 -3.3852
H -7.7517 -7.8661 -2.9088
N 7.2799 5.5962 -1.2665
C 8.0749 6.0442 -2.2865
C 9.2972 5.4433 -2.1608
C 9.2398 4.5985 -1.0191
C 7.9831 4.7130 -0.4898
H 6.3310 5.8773 -1.1107
H 7.7050 6.7498 -3.0098
H 10.1413 5.5937 -2.8115
H 10.0320 3.9808 -0.6317
H 7.5329 4.2468 0.3701
N -5.9750 3.2944 1.3090
C -6.6827 3.0596 2.4605
C -7.4085 4.1840 2.7383
C -7.1319 5.1336 1.7157
C -6.2459 4.5572 0.8490
H -5.3592 2.6404 0.8653
H -6.6096 2.1181 2.9773
H -8.0676 4.3141 3.5795
H -7.5397 6.1260 1.6289
H -5.7882 4.9323 -0.0497
*
```


Entry 4:
The following is a DFT calculation (wB97M-V/def2-TZVPD) of a molecular structure, C41H58Cl39N3O2S3 in a non-equilibrium geometry.

Properties
Frontier orbital gap (eV): 7.54
Electronic energy (eV): -572880.8687
HOMO (eV): -8.39
LUMO (eV): -0.9

ORCA input file:
```
! wB97M-V def2-TZVPD RIJCOSX def2/J DEFGRID3
* xyz 0 1
C -2.2148 1.4673 -3.2417
C -3.5848 1.6622 -2.3200
C -4.8680 0.9168 -3.0210
C -5.4350 -0.3915 -2.1923
C -4.2399 -1.5016 -1.9324
C -3.8532 -2.3554 -3.2917
C -2.4790 -3.2283 -2.9350
C -1.2793 -2.6145 -3.8683
N 0.0647 -3.2920 -3.7159
C 0.0211 -4.7704 -4.0329
C 0.3877 -5.7630 -2.7807
C 0.1601 -5.1188 -1.2906
C 1.3143 -4.0559 -0.8093
C 2.8295 -4.7092 -0.7082
C 3.9538 -3.6495 -0.1435
C 3.5807 -2.9562 1.2975
C 4.6235 -1.7070 1.6628
C 0.9888 -2.5288 -4.6681
S 0.8250 -2.5791 -6.3940
S 2.4033 -1.3989 -4.0571
C 2.1814 0.1477 -5.1574
C 2.7503 1.5228 -4.4471
C 1.6587 2.1793 -3.3622
C 2.3143 3.3035 -2.3722
N 3.2582 2.8004 -1.3165
C 3.1663 1.4561 -1.0854
S 2.5763 -0.1275 -0.6941
O 1.2347 4.2046 -1.8471
C 0.5929 3.6226 -0.6606
O -0.1756 2.5001 -0.7363
C 0.6758 4.2798 0.8760
C 2.1842 4.5473 1.4513
C 2.2903 5.1561 3.0023
C 0.8422 5.3989 3.8013
C -0.5212 5.0570 2.9599
N -0.6378 4.5102 1.5651
H -2.4596 1.1625 -4.3581
H -1.4695 0.6592 -2.7825
H -1.6133 2.4944 -3.2229
H -3.8000 2.8267 -2.2589
H -3.3547 1.1796 -1.2647
H -4.5894 0.5236 -4.1033
H -5.7730 1.6858 -3.0694
H -6.2667 -0.9521 -2.8347
H -5.9039 -0.1330 -1.1490
H -3.2270 -1.0106 -1.5377
H -4.5435 -2.2918 -1.1156
H -4.7073 -3.0538 -3.6837
H -3.5439 -1.5425 -4.1032
H -2.6978 -4.3442 -3.2208
H -2.2662 -3.0536 -1.7905
H -1.6861 -2.5536 -4.9638
H -1.1198 -1.4848 -3.5184
H 0.7702 -5.0618 -4.9157
H -1.0531 -5.0957 -4.4394
H -0.3377 -6.7005 -2.8668
H 1.4984 -6.1916 -2.8691
H -0.8830 -4.6178 -1.1164
H 0.2129 -6.0317 -0.5238
H 1.0309 -3.7452 0.3079
H 1.3480 -3.0566 -1.4186
H 3.1409 -5.0883 -1.7717
H 2.7831 -5.6148 0.0372
H 4.9429 -4.2895 0.0372
H 4.2062 -2.8057 -0.9141
H 2.4934 -2.5213 1.3663
H 3.7319 -3.7418 2.1762
H 5.2057 -1.8670 2.6650
H 5.3259 -1.5309 0.7220
H 4.0020 -0.6950 1.7717
H 0.9981 0.2701 -5.2514
H 2.6181 -0.0208 -6.2327
H 3.7579 1.2819 -3.8941
H 2.9077 2.3451 -5.2795
H 1.0046 1.3579 -2.8270
H 0.8901 2.7705 -4.0608
H 2.9607 4.0192 -3.0779
H 3.1831 4.3392 0.8567
H 3.3334 5.3679 3.4930
H 0.8107 5.8089 4.9051
H -1.5476 5.2418 3.5422
C -1.5759 2.4551 -7.4815
Cl -1.5974 3.7411 -6.2628
Cl -1.2276 0.8897 -6.7281
Cl -3.1182 2.3971 -8.3520
H -0.7827 2.6753 -8.2006
C -8.9361 -1.6303 -0.2997
Cl -9.1622 -2.6761 -1.7121
Cl -7.5208 -2.1436 0.6344
Cl -8.7718 0.0620 -0.7987
H -9.8196 -1.7170 0.3380
C 2.0911 -6.4209 3.2068
Cl 0.9319 -5.5155 2.2189
Cl 3.4453 -6.9873 2.2145
Cl 2.6777 -5.4231 4.5485
H 1.5811 -7.2931 3.6236
C 0.3974 7.4283 -5.5533
Cl 1.5650 6.0984 -5.4646
Cl -0.1190 7.6921 -7.2275
Cl -1.0006 7.0989 -4.5156
H 0.8848 8.3389 -5.1957
C -3.9315 2.8719 4.6993
Cl -3.6763 1.1766 5.1469
Cl -2.4006 3.6271 4.2244
Cl -5.1195 2.9976 3.3906
H -4.3218 3.4033 5.5710
C 0.8004 1.6482 5.3985
Cl 0.5744 0.6024 3.9862
Cl 2.2158 1.1349 6.3327
Cl 0.9648 3.3405 4.8996
H -0.0830 1.5614 6.0362
C -8.0706 3.3372 -4.8332
Cl -6.3307 3.4864 -5.1336
Cl -8.3787 2.1912 -3.5175
Cl -8.7749 4.9192 -4.4579
H -8.5453 2.9554 -5.7407
C 6.2337 0.1954 6.6838
Cl 7.4012 -1.1345 6.7725
Cl 5.7172 0.4592 5.0095
Cl 4.8357 -0.1340 7.7215
H 6.7211 1.1060 7.0414
C 4.1446 2.2450 11.1235
Cl 5.8908 2.2512 10.8228
Cl 3.2692 1.6705 9.6942
Cl 3.7598 1.2426 12.5332
H 3.8275 3.2698 11.3328
C -2.7012 -8.5872 -0.8155
Cl -3.8605 -7.6818 -1.8034
Cl -1.3470 -9.1537 -1.8078
Cl -2.1146 -7.5895 0.5262
H -3.2112 -9.4594 -0.3987
C 7.5811 4.1340 7.1470
Cl 7.5596 5.4200 8.3657
Cl 7.9294 2.5686 7.9004
Cl 6.0388 4.0760 6.2765
H 8.3743 4.3542 6.4279
C -10.5348 -6.3437 0.0403
Cl -8.7950 -6.1945 -0.2601
Cl -10.8430 -7.4898 1.3560
Cl -11.2392 -4.7617 0.4157
H -11.0095 -6.7255 -0.8672
C 10.6268 7.5339 7.8255
Cl 10.4007 6.4881 6.4131
Cl 12.0421 7.0206 8.7596
Cl 10.7911 9.2262 7.3265
H 9.7433 7.4471 8.4632
*
```


Among the records above, which one has the lowest electronic energy?
C41H58Cl39N3O2S3


What is the formula in the first record?
C41H57As3BrFInN3


Which of these has the highest electronic energy?
C41H57IrN5O3S3Sb2Si3


Among the records above, which one has the highest electronic energy?
C41H57IrN5O3S3Sb2Si3